1.
31
Properties=species:S:1:pos:R:3 method="wB97M-V/def2-TZVPD" homo_energy_ev=-8.76 smiles="OP(Cl)c1ccc2nccnc2c1.CN(C)C=O" gap_ha=0.31263 total_charge=0
O 4.30 1.86 0.17
P 3.47 3.22 0.58
Cl 3.70 4.35 -1.14
C 1.75 2.66 0.31
C 1.40 1.33 -0.04
C 0.09 1.00 -0.21
C -0.94 1.96 -0.04
N -2.24 1.58 -0.22
C -3.11 2.54 -0.06
C -2.76 3.87 0.30
N -1.53 4.25 0.50
C -0.59 3.28 0.33
C 0.78 3.61 0.51
H 4.29 1.25 0.92
H 2.18 0.61 -0.18
H -0.16 -0.01 -0.47
H -4.15 2.31 -0.20
H -3.55 4.59 0.42
H 1.02 4.62 0.80
C -1.60 -4.64 -0.20
N -0.34 -3.92 -0.22
C 0.90 -4.65 0.03
C -0.27 -2.60 -0.46
O 0.76 -1.96 -0.49
H -1.76 -5.09 0.78
H -1.60 -5.42 -0.96
H -2.42 -3.95 -0.40
H 1.40 -4.23 0.90
H 1.56 -4.56 -0.83
H 0.67 -5.70 0.21
H -1.26 -2.14 -0.64

---

2.
27
Properties=species:S:1:pos:R:3 method="wB97M-V/def2-TZVPD" homo_energy_ev=-8.57 smiles="CO[Si](Cl)(C1=CC=CC1)C1=CC=CC1" gap_ha=0.34111 total_charge=0
C -0.20 -1.54 2.66
O -0.23 -2.18 1.43
Si -0.14 -1.70 -0.10
Cl -0.09 -3.35 -1.24
C 1.40 -0.73 -0.46
C 2.31 -0.97 -1.40
C 3.37 0.06 -1.37
C 3.05 1.02 -0.52
C 1.79 0.61 0.17
C -1.49 -0.49 -0.54
C -2.56 -0.24 0.19
C -3.42 0.74 -0.35
C -2.85 1.19 -1.48
C -1.52 0.46 -1.75
H -0.74 -2.15 3.31
H -0.77 -0.55 2.51
H 0.94 -1.46 2.81
H 2.25 -1.77 -2.08
H 4.17 0.04 -2.13
H 3.47 2.07 -0.24
H 2.18 0.63 1.24
H 1.08 1.41 0.25
H -2.86 -0.72 1.19
H -4.36 0.92 0.17
H -3.29 2.08 -1.99
H -1.45 -0.11 -2.57
H -0.70 1.26 -1.76

---

3.
26
Properties=species:S:1:pos:R:3 method="wB97M-V/def2-TZVPD" spin_multiplicity=5 homo_energy_ev="-6.31 / -8.02" gap_ha="0.25296 / 0.23064" total_charge=0 s2=6.03
C 0.91 -1.44 0.09
C 0.91 -1.78 -1.30
C -0.43 -1.67 -1.78
H 1.79 -2.00 -1.89
C -1.28 -1.31 -0.69
C -0.43 -1.11 0.48
H -0.77 -0.94 1.50
H 1.76 -1.46 0.74
H -0.74 -1.81 -2.80
H -2.37 -1.28 -0.71
Os 0.14 0.21 -1.07
Cl 1.08 2.03 -0.03
C 0.11 2.42 -3.46
C -1.12 1.77 -3.81
C -0.81 0.53 -4.42
H -2.12 2.14 -3.58
C 0.60 0.41 -4.48
C 1.18 1.57 -3.88
H 2.24 1.81 -3.81
H 0.21 3.38 -2.96
H -1.55 -0.20 -4.76
H 1.15 -0.42 -4.94
C -1.58 1.21 -1.25
H -1.49 2.17 -1.73
H -1.92 1.37 -0.19
H -2.32 0.64 -1.84

---

4.
26
Properties=species:S:1:pos:R:3 method="wB97M-V/def2-TZVPD" homo_energy_ev=-13.30 gap_ha=0.34955 total_charge=+1
C -4.28 0.97 -0.02
C -4.04 -0.22 -0.66
C -3.17 1.41 0.72
C -2.91 -0.99 -0.55
C -1.90 0.76 0.73
C -1.81 -0.46 0.08
C 1.18 -0.60 1.12
C 2.08 -0.15 0.21
C 1.63 -0.21 -1.23
C 0.79 -1.52 -1.36
C 3.44 0.39 0.49
P -0.28 -1.45 0.15
Cl -0.69 -3.32 0.74
H -5.05 1.55 -0.43
H -4.94 -0.61 -1.25
H -3.10 2.42 1.11
H -2.86 -1.87 -1.17
H -1.10 1.16 1.40
H 1.52 -0.62 2.09
H 0.94 0.67 -1.47
H 2.51 -0.34 -1.88
H 0.14 -1.46 -2.25
H 1.61 -2.34 -1.43
H 4.25 -0.30 0.25
H 3.58 0.79 1.53
H 3.53 1.27 -0.25

---

5.
28
Properties=species:S:1:pos:R:3 method="wB97M-V/def2-TZVPD" homo_energy_ev="-8.11 / -8.09" gap_ha="0.28453 / 0.29567" total_charge=0
C 1.51 2.00 -0.47
C -3.09 -0.79 -1.04
C -2.15 -0.60 -1.96
C -0.71 0.33 -0.44
C -2.95 -0.32 0.37
C 2.36 -0.38 -1.18
C 2.26 -0.05 0.98
C 2.73 -1.21 0.08
C 1.82 0.68 -0.26
C -1.55 0.23 0.78
C -1.62 1.53 1.56
N 1.24 3.12 -0.62
N -0.93 -0.02 -1.60
O 4.09 -1.48 0.26
F -0.95 -0.73 1.61
H -4.01 -1.28 -1.29
H -2.22 -0.90 -2.99
H -3.69 0.47 0.54
H -3.19 -1.14 1.05
H 3.23 -0.05 -1.75
H 1.62 -0.82 -1.85
H 1.49 -0.30 1.70
H 3.09 0.43 1.49
H 2.13 -2.12 0.19
H -0.61 1.91 1.73
H -2.10 1.35 2.52
H -2.18 2.27 1.00
H 4.39 -2.13 -0.39

---

6.
27
Properties=species:S:1:pos:R:3 method="wB97M-V/def2-TZVPD" homo_energy_ev=-8.12 smiles="c1ccc([C@@H]2CN=C3NCCN32)cc1" gap_ha=0.32969 total_charge=0
C -0.88 2.35 3.03
C -1.04 2.62 1.67
C -0.58 1.67 0.76
C 0.09 0.51 1.18
C 0.64 -0.50 0.17
C 2.11 -0.23 -0.25
N 2.21 -0.71 -1.65
C 0.98 -0.73 -2.06
N 0.58 -1.29 -3.23
C -0.81 -1.78 -2.99
C -1.21 -1.24 -1.59
N -0.02 -0.52 -1.13
C 0.21 0.25 2.53
C -0.28 1.17 3.46
H -1.32 3.07 3.72
H -1.61 3.53 1.37
H -0.72 1.81 -0.31
H 0.60 -1.50 0.62
H 2.32 0.84 -0.24
H 2.82 -0.67 0.44
H 1.29 -1.88 -3.68
H -0.81 -2.87 -2.98
H -1.53 -1.44 -3.73
H -1.40 -2.12 -0.95
H -2.10 -0.60 -1.60
H 0.65 -0.69 2.89
H -0.20 0.95 4.54